--- a ---
Formula: C9H14
Source: the Open Molecules 2025 dataset
Level of theory: ωB97M-V/def2-TZVPD

Last columns: bonded neighbours and bond lengths (Å).
CARTESIAN COORDINATES (ANGSTROEM)
1 C 2.00 -0.41 0.87  C5 1.509, H12 1.094, H13 1.130, H15 1.085
2 C -0.88 0.80 -1.45  C3 1.313, C4 1.432, H8 1.034
3 C -0.73 -0.06 -2.43  C2 1.313, C6 1.356, H9 1.159
4 C -0.10 0.64 -0.26  C2 1.432, C5 1.333, H10 1.124
5 C 0.91 -0.23 -0.15  C1 1.509, C4 1.333, C7 1.402
6 C 0.18 -1.07 -2.42  C3 1.356, C7 1.454, H11 1.255
7 C 1.10 -1.02 -1.29  C5 1.402, C6 1.454, H14 1.043
8 H -1.47 1.64 -1.57  C2 1.034
9 H -1.45 -0.07 -3.33  C3 1.159
10 H -0.19 1.31 0.65  C4 1.124
11 H 0.60 -1.60 -3.47  C6 1.255
12 H 2.93 -0.91 0.61  C1 1.094
13 H 1.68 -0.81 1.88  C1 1.130
14 H 1.86 -1.73 -1.35  C7 1.043
15 H 2.32 0.62 0.99  C1 1.085
16 C -0.69 0.08 2.94  C17 1.464, H18 1.162, H19 1.010, H20 1.136
17 C -1.71 0.99 2.43  C16 1.464, H21 1.102, H22 1.111, H23 1.084
18 H -0.89 -0.46 3.95  C16 1.162
19 H -0.37 -0.55 2.21  C16 1.010
20 H 0.33 0.54 3.16  C16 1.136
21 H -1.32 1.81 1.81  C17 1.102
22 H -2.29 0.33 1.75  C17 1.111
23 H -2.28 1.47 3.22  C17 1.084

## Properties
frontier orbital gap (alpha / beta)	0.3570 / 0.2185	Eh
charge	+1
LUMO (alpha / beta)	-4.7344 / -8.5019	eV
spin multiplicity	2

---

--- b ---
Formula: C9H14
Source: the Open Molecules 2025 dataset
Level of theory: ωB97M-V/def2-TZVPD

Last columns: bonded neighbours and bond lengths (Å).
CARTESIAN COORDINATES (ANGSTROEM)
1 C 2.21 1.64 -0.06  C2 1.543, H3 1.087, H4 1.098, H5 1.091
2 C 2.90 0.32 0.33  C1 1.543, H6 1.088, H7 1.087, H8 1.089
3 H 1.13 1.66 -0.18  C1 1.087
4 H 2.42 2.46 0.65  C1 1.098
5 H 2.76 2.03 -0.92  C1 1.091
6 H 2.68 0.02 1.35  C2 1.088
7 H 3.95 0.57 0.24  C2 1.087
8 H 2.67 -0.45 -0.41  C2 1.089
9 C -1.47 1.91 0.34  C11 1.502, H18 1.081, H19 1.095, H23 1.097
10 C -1.05 0.03 -1.27  C11 1.390, C12 1.375, H16 1.080
11 C -1.27 0.45 0.03  C9 1.502, C10 1.390, C13 1.430
12 C -0.67 -1.29 -1.41  C10 1.375, C14 1.435, H17 1.079
13 C -1.12 -0.39 1.18  C11 1.430, C15 1.397, H20 1.081
14 C -0.32 -2.11 -0.28  C12 1.435, C15 1.372, H21 1.081
15 C -0.47 -1.62 0.99  C13 1.397, C14 1.372, H22 1.081
16 H -1.44 0.66 -2.06  C10 1.080
17 H -0.48 -1.67 -2.40  C12 1.079
18 H -1.62 2.51 -0.55  C9 1.081
19 H -0.63 2.36 0.87  C9 1.095
20 H -1.33 -0.03 2.17  C13 1.081
21 H 0.11 -3.09 -0.42  C14 1.081
22 H -0.20 -2.11 1.92  C15 1.081
23 H -2.26 2.00 1.09  C9 1.097

## Properties
frontier orbital gap (alpha / beta)	0.3810 / 0.2431	Eh
charge	+1
LUMO (alpha / beta)	-4.4588 / -8.2485	eV
spin multiplicity	2

---

--- c ---
Formula: C9H14
Source: the Open Molecules 2025 dataset
Level of theory: ωB97M-V/def2-TZVPD

Last columns: bonded neighbours and bond lengths (Å).
CARTESIAN COORDINATES (ANGSTROEM)
1 C 0.34 1.32 -2.39  C2 1.533, H3 1.100, H4 1.086, H5 1.087
2 C 0.82 -0.11 -2.67  C1 1.533, H6 1.096, H7 1.088, H8 1.084
3 H 1.11 2.04 -2.08  C1 1.100
4 H 0.02 1.83 -3.30  C1 1.086
5 H -0.47 1.35 -1.66  C1 1.087
6 H 0.31 -0.76 -1.95  C2 1.096
7 H 1.88 -0.27 -2.45  C2 1.088
8 H 0.52 -0.48 -3.64  C2 1.084
9 C 1.65 -1.27 1.68  C11 1.487, H18 1.082, H19 1.099, H23 1.102
10 C -0.84 -1.40 1.33  C11 1.455, C12 1.370, H16 1.084
11 C 0.32 -0.59 1.63  C9 1.487, C10 1.455, C13 1.404
12 C -2.02 -0.83 0.91  C10 1.370, C14 1.393, H17 1.077
13 C 0.23 0.81 1.70  C11 1.404, C15 1.367, H20 1.078
14 C -2.07 0.56 0.82  C12 1.393, C15 1.430, H21 1.082
15 C -0.99 1.33 1.35  C13 1.367, C14 1.430, H22 1.088
16 H -0.68 -2.46 1.16  C10 1.084
17 H -2.96 -1.34 0.79  C12 1.077
18 H 2.41 -0.84 1.05  C9 1.082
19 H 1.51 -2.30 1.32  C9 1.099
20 H 1.09 1.44 1.83  C13 1.078
21 H -2.98 1.04 0.48  C14 1.082
22 H -1.09 2.41 1.39  C15 1.088
23 H 1.90 -1.48 2.73  C9 1.102

## Properties
frontier orbital gap (alpha / beta)	0.3762 / 0.2367	Eh
charge	+1
LUMO (alpha / beta)	-4.4847 / -8.2759	eV
spin multiplicity	2

---

Tell me which of them is the most stable. Sure, it is b.

---

--- a ---
Formula: C23H34N4O2
Source: the Open Molecules 2025 dataset
Level of theory: ωB97M-V/def2-TZVPD

Last columns: bonded neighbours and bond lengths (Å).
CARTESIAN COORDINATES (ANGSTROEM)
1 C -5.86 -1.77 -2.23  H2 1.089, O3 1.407, H62 1.095, H63 1.094
2 H -5.47 -2.73 -2.55  C1 1.089
3 O -4.97 -1.31 -1.24  C1 1.407, C4 1.366
4 C -5.25 -0.15 -0.58  O3 1.366, C5 1.390, C9 1.407
5 C -6.33 0.67 -0.90  C4 1.390, C6 1.385, H61 1.078
6 C -6.57 1.83 -0.19  C5 1.385, C7 1.382, H60 1.079
7 C -5.76 2.19 0.87  C6 1.382, C8 1.381, H59 1.079
8 C -4.68 1.39 1.19  C7 1.381, C9 1.390, H58 1.078
9 C -4.41 0.23 0.48  C4 1.407, C8 1.390, N10 1.400
10 N -3.31 -0.54 0.89  C9 1.400, C11 1.355, N14 1.338
11 C -2.59 -1.45 0.19  N10 1.355, C12 1.377, H57 1.069
12 C -1.60 -1.92 1.02  C11 1.377, C13 1.409, C16 1.497
13 C -1.81 -1.21 2.23  C12 1.409, N14 1.314, H15 1.072
14 N -2.83 -0.39 2.13  N10 1.338, C13 1.314
15 H -1.26 -1.29 3.15  C13 1.072
16 C -0.50 -2.88 0.70  C12 1.497, N17 1.458, H55 1.094, H56 1.094
17 N 0.73 -2.26 0.24  C16 1.458, C18 1.449, C23 1.449
18 C 1.36 -1.42 1.24  N17 1.449, H19 1.093, C20 1.540, H54 1.103
19 H 1.46 -2.00 2.16  C18 1.093
20 C 2.77 -0.99 0.77  C18 1.540, N21 1.459, H45 1.094, C46 1.539
21 N 2.76 -0.36 -0.55  C20 1.459, C22 1.452, C28 1.458
22 C 1.96 -1.10 -1.50  N21 1.452, C23 1.531, H26 1.092, H27 1.095
23 C 0.57 -1.51 -0.99  N17 1.449, C22 1.531, H24 1.093, H25 1.105
24 H 0.09 -2.15 -1.73  C23 1.093
25 H -0.06 -0.62 -0.85  C23 1.105
26 H 1.85 -0.52 -2.42  C22 1.092
27 H 2.50 -2.02 -1.75  C22 1.095
28 C 2.68 1.10 -0.61  N21 1.458, C29 1.536, C34 1.537, H44 1.098
29 C 4.02 1.72 -0.17  C28 1.536, H30 1.091, C31 1.526, H43 1.092
30 H 4.84 1.24 -0.71  C29 1.091
31 C 4.02 3.22 -0.43  C29 1.526, C32 1.525, H41 1.092, H42 1.093
32 C 2.87 3.90 0.31  C31 1.525, C33 1.525, H39 1.092, H40 1.093
33 C 1.54 3.28 -0.11  C32 1.525, C34 1.527, H37 1.092, H38 1.093
34 C 1.54 1.77 0.16  C28 1.537, C33 1.527, H35 1.092, H36 1.092
35 H 0.58 1.35 -0.14  C34 1.092
36 H 1.66 1.60 1.23  C34 1.092
37 H 0.72 3.75 0.44  C33 1.092
38 H 1.37 3.46 -1.17  C33 1.093
39 H 2.87 4.97 0.09  C32 1.092
40 H 3.01 3.77 1.38  C32 1.093
41 H 4.97 3.65 -0.11  C31 1.092
42 H 3.92 3.40 -1.51  C31 1.093
43 H 4.18 1.54 0.90  C29 1.092
44 H 2.55 1.34 -1.67  C28 1.098
45 H 3.15 -0.26 1.49  C20 1.094
46 C 3.71 -2.21 0.78  C20 1.539, C47 1.530, H52 1.089, H53 1.091
47 C 5.14 -1.85 0.36  C46 1.530, O48 1.403, H50 1.103, H51 1.094
48 O 5.25 -1.53 -1.00  C47 1.403, H49 0.973
49 H 4.52 -0.92 -1.19  O48 0.973
50 H 5.50 -1.01 0.98  C47 1.103
51 H 5.80 -2.70 0.53  C47 1.094
52 H 3.32 -2.98 0.12  C46 1.089
53 H 3.73 -2.61 1.79  C46 1.091
54 H 0.76 -0.53 1.46  C18 1.103
55 H -0.83 -3.57 -0.09  C16 1.094
56 H -0.25 -3.47 1.59  C16 1.094
57 H -2.81 -1.70 -0.83  C11 1.069
58 H -4.03 1.63 2.02  C8 1.078
59 H -5.95 3.09 1.43  C7 1.079
60 H -7.42 2.45 -0.46  C6 1.079
61 H -6.98 0.41 -1.72  C5 1.078
62 H -5.89 -1.09 -3.08  C1 1.095
63 H -6.87 -1.91 -1.83  C1 1.094

## Properties
frontier orbital gap	0.3198	Eh
SMILES	COc1ccccc1-n1cc(CN2CCN(C3CCCCC3)[C@H](CCO)C2)cn1
LUMO	0.6227	eV

---

--- b ---
Formula: C23H34N4O2
Source: the Open Molecules 2025 dataset
Level of theory: ωB97M-V/def2-TZVPD

Last columns: bonded neighbours and bond lengths (Å).
CARTESIAN COORDINATES (ANGSTROEM)
1 C -3.40 1.99 2.36  H2 1.089, O3 1.407, H62 1.095, H63 1.095
2 H -3.50 2.92 2.91  C1 1.089
3 O -2.57 2.28 1.27  C1 1.407, C4 1.365
4 C -2.23 1.27 0.41  O3 1.365, C5 1.387, C9 1.403
5 C -2.71 -0.04 0.50  C4 1.387, C6 1.387, H61 1.079
6 C -2.28 -1.00 -0.40  C5 1.387, C7 1.386, H60 1.080
7 C -1.38 -0.68 -1.41  C6 1.386, C8 1.394, C22 1.509
8 C -0.96 0.64 -1.53  C7 1.394, C9 1.379, H21 1.080
9 C -1.36 1.61 -0.63  C4 1.403, C8 1.379, C10 1.512
10 C -0.86 3.04 -0.70  C9 1.512, N11 1.433, H19 1.095, H20 1.095
11 N 0.08 3.26 -1.75  C10 1.433, C12 1.346, N15 1.329
12 C -0.18 3.58 -3.03  N11 1.346, C13 1.377, H18 1.071
13 C 1.02 3.62 -3.69  C12 1.377, C14 1.399, H17 1.070
14 C 1.97 3.30 -2.71  C13 1.399, N15 1.320, H16 1.072
15 N 1.38 3.08 -1.55  N11 1.329, C14 1.320
16 H 3.03 3.23 -2.81  C14 1.072
17 H 1.20 3.86 -4.72  C13 1.070
18 H -1.18 3.76 -3.37  C12 1.071
19 H -0.38 3.29 0.25  C10 1.095
20 H -1.72 3.71 -0.82  C10 1.095
21 H -0.30 0.91 -2.33  C8 1.080
22 C -0.78 -1.74 -2.30  C7 1.509, N23 1.459, H58 1.093, H59 1.094
23 N 0.45 -2.33 -1.78  C22 1.459, C24 1.456, C28 1.454
24 C 0.24 -3.24 -0.66  N23 1.456, C25 1.528, H56 1.100, H57 1.096
25 C 1.53 -3.39 0.14  C24 1.528, N26 1.457, H54 1.095, H55 1.090
26 N 1.95 -2.14 0.77  C25 1.457, C27 1.462, C40 1.458
27 C 1.58 -0.97 -0.02  N26 1.462, C28 1.535, C31 1.538, H39 1.102
28 C 1.52 -1.38 -1.50  N23 1.454, C27 1.535, H29 1.089, H30 1.095
29 H 1.39 -0.51 -2.13  C28 1.089
30 H 2.48 -1.84 -1.77  C28 1.095
31 C 2.57 0.19 0.18  C27 1.538, H32 1.093, H33 1.090, C34 1.537
32 H 2.70 0.71 -0.76  C31 1.093
33 H 3.55 -0.22 0.47  C31 1.090
34 C 2.11 1.24 1.21  C31 1.537, O35 1.401, H37 1.093, H38 1.103
35 O 2.65 2.51 0.97  C34 1.401, H36 0.977
36 H 2.35 2.80 0.08  O35 0.977
37 H 2.44 0.97 2.22  C34 1.093
38 H 1.01 1.28 1.21  C34 1.103
39 H 0.58 -0.60 0.25  C27 1.102
40 C 1.60 -2.06 2.18  N26 1.458, C41 1.504, H52 1.092, H53 1.092
41 C 0.12 -2.12 2.47  C40 1.504, C42 1.328, H51 1.084
42 C -0.56 -3.11 3.03  C41 1.328, C43 1.500, C47 1.503
43 C 0.03 -4.40 3.55  C42 1.500, H44 1.085, H45 1.090, H46 1.091
44 H 1.11 -4.41 3.51  C43 1.085
45 H -0.28 -4.54 4.59  C43 1.090
46 H -0.36 -5.24 2.97  C43 1.091
47 C -2.05 -3.03 3.21  C42 1.503, H48 1.087, H49 1.090, H50 1.090
48 H -2.44 -2.10 2.79  C47 1.087
49 H -2.54 -3.87 2.71  C47 1.090
50 H -2.31 -3.07 4.26  C47 1.090
51 H -0.43 -1.25 2.14  C41 1.084
52 H 2.14 -2.86 2.69  C40 1.092
53 H 1.99 -1.11 2.55  C40 1.092
54 H 2.33 -3.74 -0.52  C25 1.095
55 H 1.39 -4.14 0.92  C25 1.090
56 H -0.55 -2.89 0.02  C24 1.100
57 H -0.07 -4.21 -1.07  C24 1.096
58 H -1.48 -2.56 -2.45  C22 1.093
59 H -0.54 -1.32 -3.28  C22 1.094
60 H -2.66 -2.00 -0.31  C6 1.080
61 H -3.41 -0.32 1.27  C5 1.079
62 H -4.39 1.66 2.04  C1 1.095
63 H -2.96 1.23 3.01  C1 1.095

## Properties
frontier orbital gap	0.3136	Eh
SMILES	COc1ccc(CN2CCN(CC=C(C)C)[C@@H](CCO)C2)cc1Cn1cccn1
LUMO	0.6546	eV

---

Tell me which of them is the most stable. Sure, it is a.